DFT (ωB97M-V/def2-TZVPD) results for an isolated molecule of C2H6O in a non-equilibrium geometry.

Last column: Mulliken charge in e.
Positions of all 9 atoms, in Å:
C 1.16 -0.13 0.01  -0.633
O -0.11 -0.81 0.02  -0.298
C -1.23 -0.05 0.05  -0.503
H 1.40 0.50 -0.93  0.277
H 2.06 -0.80 0.21  0.258
H 1.32 0.76 0.78  0.258
H -1.46 0.40 1.02  0.245
H -2.20 -0.65 -0.40  0.184
H -0.94 0.78 -0.76  0.214

Output
- LUMO level: 1.06 eV
- Energy above the lowest of the compared OMol25 structures with the same formula, charge and spin: 37.23 kcal per mole
- Spin multiplicity: 1
- E_HOMO: -0.361 Eh
- HOMO-LUMO gap: 10.90 eV